1.
C19H46N15O13 | ωB97M-V/def2-TZVPD

Geometry as XYZ:
```
93
Properties=species:S:1:pos:R:3
C -6.7166 -0.3928 0.8873
C -6.6428 -1.2711 -0.4694
O -5.4116 -1.0262 -1.2405
C -4.2809 -1.1899 -0.3237
C -2.9148 -1.5402 -1.1401
O -1.7187 -1.0296 -0.4889
C -1.3784 -1.7604 0.6702
N -1.5588 -3.2028 0.7966
C -1.1850 -3.9333 2.0080
O -1.4141 -5.3313 2.1066
C -0.5333 -3.2134 3.2073
C -0.3038 -1.6553 3.1515
C 0.3838 -0.9877 4.4157
O 0.4715 -1.7038 5.4555
O 0.9484 0.3000 4.4841
C -0.7514 -0.9328 1.8542
C -0.5861 0.6467 1.6764
O -1.1063 1.4408 2.7613
C -2.5374 1.3035 2.9077
H -7.7786 -0.2308 1.2717
H -6.1788 0.6057 0.6757
H -6.1246 -0.8946 1.7294
H -7.5604 -1.0232 -1.0984
H -6.6335 -2.4047 -0.2250
H -4.4714 -1.9742 0.4837
H -4.0925 -0.1300 0.1063
H -2.8617 -2.6427 -1.4463
H -3.0141 -0.9498 -2.1308
H -1.9578 -3.7758 0.0394
H -2.3234 -5.4471 2.5217
H -0.2051 -3.7721 4.1431
H 1.3182 0.5929 3.6203
H -1.0298 1.0644 0.7032
H 0.5460 0.8817 1.6200
H -3.0982 1.8313 2.0416
H -2.8121 1.8539 3.8880
H -2.9008 0.2241 3.0506
C 2.4781 -4.4871 5.8836
O 2.0202 -4.4057 4.7494
N 2.3720 -3.4847 6.7876
N 3.1297 -5.5885 6.3304
H 2.7385 -3.5314 7.7209
H 1.8928 -2.6488 6.4897
H 3.2286 -6.3563 5.6861
H 3.5117 -5.6758 7.2545
C -0.0010 2.4917 -1.5542
O -0.0993 2.5475 -0.3298
N 0.6038 3.4537 -2.2819
N -0.4921 1.4564 -2.2808
H 0.6940 3.4257 -3.2799
H 0.9816 4.2375 -1.7812
H -0.9507 0.7165 -1.7748
H -0.4213 1.3923 -3.2805
C 2.3027 6.0454 -3.8204
O 1.8469 4.9086 -3.7271
N 2.6231 6.7952 -2.7383
N 2.5235 6.6460 -5.0116
H 2.9966 7.7255 -2.7937
H 2.4730 6.3826 -1.8320
H 2.2970 6.1185 -5.8435
H 2.8952 7.5737 -5.1099
C -0.5359 7.0758 -7.0374
O 0.4853 6.7932 -7.6478
N -0.5878 7.1168 -5.6839
N -1.7024 7.3723 -7.6606
H -1.4134 7.3459 -5.1610
H 0.2627 6.9015 -5.1891
H -1.7027 7.3522 -8.6677
H -2.5506 7.6066 -7.1779
C 3.9260 1.7146 -4.2610
O 3.4736 1.7817 -5.3952
N 3.8018 2.7219 -3.3636
N 4.5918 0.6253 -3.8021
H 4.1659 2.6849 -2.4287
H 3.3116 3.5522 -3.6671
H 4.7050 -0.1453 -4.4401
H 4.9716 0.5500 -2.8735
C -3.7897 -6.2513 4.9280
O -3.2577 -5.6073 4.0288
N -4.3352 -7.4721 4.7264
N -3.8751 -5.7941 6.1968
H -4.7744 -8.0143 5.4482
H -4.2908 -7.8468 3.7924
H -3.4793 -4.8871 6.3862
H -4.3054 -6.3039 6.9469
C 7.6767 -1.2251 -1.7080
O 7.0112 -0.3004 -1.2641
N 8.1930 -2.1986 -0.9191
N 7.9560 -1.3567 -3.0280
H 8.7416 -2.9654 -1.2635
H 8.0072 -2.1354 0.0687
H 7.5896 -0.6515 -3.6474
H 8.5000 -2.1075 -3.4125
```

Computed properties:
frontier orbital gap: 0.23887 Eh
charge: +1

These are the Löwdin partial charges, in e, on atoms 1 to 6: atom 1 (C): -0.098, atom 2 (C): -0.228, atom 3 (O): -0.189, atom 4 (C): -0.177, atom 5 (C): -0.120, atom 6 (O): -0.074

=====

2.
C3H10NOPS | ωB97M-V/def2-TZVPD

Geometry as XYZ:
```
17
Properties=species:S:1:pos:R:3
C 1.3787 1.8545 -0.8970
N 0.1843 1.0157 -0.6173
P 0.1550 -0.4227 0.3513
C 1.0400 -1.9046 -0.5995
O 0.4356 -0.3583 1.8036
S -1.7837 -1.0711 0.0555
C -2.1898 -1.1724 1.8002
H 1.9053 1.4156 -1.7796
H 1.0239 2.9089 -1.1410
H 2.0463 1.9604 -0.0919
H -0.2702 0.5639 -1.4605
H 0.9025 -1.7750 -1.6516
H 2.0996 -2.1250 -0.4823
H 0.4698 -2.5747 -0.0848
H -1.3749 -1.7740 2.3012
H -3.1759 -1.5252 1.8582
H -2.2569 -0.1533 2.1509
```

Computed properties:
structure (SMILES): CN[P@@](C)(=O)SC
frontier orbital gap: 0.36357 Eh
ΔE to the lowest compared entry with this formula, charge and spin: 1.301 eV

These are the Löwdin partial charges, in e, on atoms 1 to 6: atom 1 (C): -0.144, atom 2 (N): -0.261, atom 3 (P): 0.357, atom 4 (C): -0.165, atom 5 (O): -0.386, atom 6 (S): 0.641

=====

3.
C15H17N3SV | ωB97M-V/def2-TZVPD

Geometry as XYZ:
```
37
Properties=species:S:1:pos:R:3
V -0.4067 0.1832 0.6195
S 3.9417 -0.3762 1.5999
C 3.8722 -0.5217 -0.1046
C 2.5960 -0.4506 -0.5784
C 1.5953 -0.2581 0.4335
C 2.2209 -0.1992 1.6688
C 1.4005 -0.0937 2.8525
C 1.8066 -0.1261 4.1854
C 0.8668 -0.1073 5.1917
C -0.4908 -0.0550 4.8594
C -0.8390 0.0004 3.5343
N 0.0710 -0.0023 2.5318
H 4.7851 -0.6564 -0.6638
H 2.3793 -0.5324 -1.6365
H 2.8635 -0.1831 4.4121
H 1.1755 -0.1404 6.2279
H -1.2571 -0.0544 5.6210
H -1.8767 0.0569 3.2216
N 0.2058 2.2144 0.1650
H -0.4268 2.9574 0.4428
H 0.2362 2.2162 -0.8502
H 1.1372 2.4321 0.5021
C -2.9290 2.7168 -0.8582
C -3.0666 1.2573 -0.5654
C -4.2121 0.5572 -0.2698
C -3.8364 -0.7954 -0.0504
C -2.4765 -0.8492 -0.2350
C -1.5202 -2.0146 -0.1600
N -1.9801 0.4109 -0.5433
H -3.9029 3.1370 -1.1077
H -2.2637 2.9015 -1.7046
H -2.5539 3.2864 -0.0008
H -5.2084 0.9706 -0.2248
H -4.4855 -1.6274 0.1765
H -2.0916 -2.9389 -0.1087
H -0.8734 -2.0164 0.7427
H -0.8656 -2.0566 -1.0320
```

Computed properties:
frontier orbital gap (alpha / beta): 0.27852 / 0.19870 Eh
expectation value of S²: 1.1991
multiplicity: 2

These are the Löwdin partial charges, in e, on atoms 1 to 6: atom 1 (V): 0.896, atom 2 (S): 0.996, atom 3 (C): -0.443, atom 4 (C): -0.220, atom 5 (C): -0.273, atom 6 (C): -0.549